[1]
Density functional theory data (the ωB97M-V functional and the def2-TZVPD basis) for a single C26H32N4O4 molecule.

Values from the calculation:
gap between HOMO and LUMO	8.575	eV
electronic energy	-41634.134	eV
net charge	0
ΔE to the lowest compared entry with this formula, charge and spin	13.83	kcal/mol
SMILES	COc1ccc(Cn2c(=O)[nH]c3cc(C(=O)NCCCN4CCCCCC4)ccc3c2=O)cc1
HOMO	-8.550	eV

Geometry (Å):
H1 1.126 -0.867 -2.456
C1 -1.000 -3.217 1.148
H2 -2.664 5.093 -1.309
C2 -1.262 0.803 -1.841
N1 -0.049 -2.969 2.117
H3 -4.397 4.293 0.308
H4 -2.282 2.968 -2.525
C3 -1.200 0.223 3.591
C4 4.816 -1.822 -2.851
H5 2.673 0.515 -0.891
H6 -4.478 3.400 -1.230
H7 1.417 -4.412 -0.513
O1 0.778 -1.817 3.887
H8 1.292 2.713 -1.368
H9 0.018 1.853 -3.210
C5 -2.506 4.167 -0.755
C6 -0.137 0.823 -2.887
H10 1.515 -3.860 3.139
C7 -0.269 2.063 -0.004
N2 -3.682 2.355 0.375
O2 -0.972 -4.182 0.420
H11 -0.409 2.995 0.546
C8 3.048 -2.321 1.569
C9 -2.063 -1.122 1.782
C10 3.917 -1.747 0.668
C11 1.588 0.604 -0.972
C12 -3.737 2.263 1.726
C13 3.897 -2.125 -0.676
H12 2.955 -3.415 -2.122
H13 5.590 -1.196 -3.293
H14 1.969 0.541 -3.093
H15 -2.225 0.721 -2.356
H16 -1.150 -0.077 -1.201
C14 -2.979 -0.122 1.479
H17 -0.791 3.756 -1.984
C15 -1.139 -0.935 2.816
C16 1.126 -3.847 2.120
C17 -2.112 1.211 3.291
H18 0.796 -4.842 1.818
C18 -3.867 3.594 -0.343
C19 -2.972 1.061 2.202
C20 2.126 -3.669 -0.179
C21 2.995 -3.096 -1.093
H19 3.062 -2.013 2.604
H20 1.823 2.337 0.265
H21 5.079 -2.875 -2.995
H22 3.859 -1.615 -3.340
N3 -2.000 -2.283 1.048
H23 -0.395 1.242 0.713
H24 -2.691 -2.455 0.330
C22 -1.686 3.215 -1.642
C23 -0.068 -1.915 3.024
N4 -1.347 1.963 -0.972
C24 1.167 2.010 -0.544
H25 -0.494 0.331 4.400
H26 1.165 -0.114 -0.265
H27 -2.987 1.771 -0.090
O3 -4.287 3.060 2.456
H28 -3.676 -0.266 0.666
O4 4.783 -1.480 -1.487
H29 4.625 -0.995 0.979
C25 1.186 0.223 -2.402
C26 2.140 -3.292 1.155
H30 -0.462 0.262 -3.766
H31 -1.944 4.411 0.148
H32 -2.153 2.125 3.862

Cartesian forces (eV/Å) of the 2 atoms listed first:
0.06 -0.03 -0.08
-0.40 0.21 -0.11

Here are the Mulliken charges for atoms 1 to 8, given in e: number 1, H, carries 0.298; number 2, C, carries 0.395; number 3, H, carries 0.456; number 4, C, carries -0.709; number 5, N, carries 0.107; number 6, H, carries 0.487; number 7, H, carries 0.529; number 8, C, carries -0.748

[2]
Density functional theory data (the ωB97M-V functional and the def2-TZVPD basis) for a single C26H32N4O4 molecule.

Values from the calculation:
gap between HOMO and LUMO	8.069	eV
electronic energy	-41632.970	eV
net charge	0
ΔE to the lowest compared entry with this formula, charge and spin	40.67	kcal/mol
SMILES	COC(=O)c1[nH]c2cc(OC)ccc2c1NC(=O)CCN1CCN(c2cccc(C)c2C)CC1
HOMO	-7.567	eV

Geometry (Å):
C1 -3.376 2.631 2.222
H1 1.613 -4.455 -0.736
H2 1.001 -3.630 1.839
H3 1.600 0.063 -4.392
O1 1.884 1.141 1.020
C2 1.412 -2.088 -1.783
N1 -0.486 0.972 2.578
O2 1.703 2.419 -0.836
C3 -3.074 4.209 -0.118
C4 1.802 -2.054 0.591
H4 -0.585 -0.808 5.337
H5 2.058 -0.991 0.705
H6 -3.492 2.044 3.117
H7 -0.112 -2.805 4.012
C5 2.193 -3.132 -2.301
C6 -0.557 -1.944 3.495
N2 -0.813 3.207 -0.185
C7 -0.928 1.907 1.665
H8 -6.272 6.268 -0.912
H9 -1.896 -1.486 1.290
H10 1.891 -2.355 2.715
H11 3.055 -4.973 -4.323
H12 4.430 -4.369 -3.403
H13 0.574 -0.151 -2.179
H14 0.800 -0.449 4.275
C8 -5.301 5.780 -0.856
C9 3.012 2.017 -1.210
C10 -0.371 -1.516 -0.224
C11 3.652 -4.085 -4.112
C12 -1.066 0.479 3.708
H15 -5.138 5.194 -1.767
O3 -5.350 4.958 0.284
C13 2.793 -2.991 -3.552
H16 2.997 0.992 -1.590
C14 1.193 -0.951 -2.556
C15 1.229 1.893 0.317
C16 2.583 -1.835 -4.292
C17 -0.268 -0.665 4.305
H17 -2.930 4.800 -1.009
H18 2.209 -5.266 -2.190
C18 -4.388 3.430 1.766
H19 -0.201 -0.435 -0.106
H20 0.403 0.555 2.307
C19 -0.976 -2.035 1.079
C20 -0.114 2.312 0.604
C21 -4.253 4.221 0.603
C22 1.772 -0.828 -3.804
C23 -2.044 3.394 0.346
H21 -1.068 -1.679 -1.050
H22 3.048 -1.729 -5.261
C24 2.351 -4.410 -1.531
H23 -4.518 6.541 -0.769
H24 -0.431 3.641 -1.007
H25 3.684 2.069 -0.351
H26 3.347 -4.491 -1.095
O4 -2.111 0.864 4.186
C25 1.190 -2.542 1.900
N3 -0.031 -1.807 2.150
C26 -2.167 2.594 1.513
H27 2.715 -2.609 0.374
H28 -1.639 -2.100 3.465
N4 0.851 -2.244 -0.496
H29 -1.219 -3.107 0.965
H30 -5.330 3.484 2.288
H31 4.125 -3.765 -5.037
H32 3.331 2.703 -1.990

Cartesian forces (eV/Å) of the 2 atoms listed first:
-0.32 0.15 -0.01
0.00 -0.06 0.06

Here are the Mulliken charges for atoms 1 to 8, given in e: number 1, C, carries -0.337; number 2, H, carries 0.395; number 3, H, carries 0.275; number 4, H, carries 0.439; number 5, O, carries -0.773; number 6, C, carries -0.039; number 7, N, carries -0.050; number 8, O, carries -0.410

[3]
Density functional theory data (the ωB97M-V functional and the def2-TZVPD basis) for a molecular structure, C26H32NO4ReS2.

Values from the calculation:
⟨S²⟩	3.78
gap between HOMO and LUMO (spin up / spin down)	6.834 / 4.873	eV
electronic energy	-60948.863	eV
multiplicity	4
net charge	+1
ΔE to the lowest compared entry with this formula, charge and spin	8.34	kcal/mol
HOMO (spin up / spin down)	-10.701 / -11.570	eV

Geometry (Å):
C1 -0.638 1.654 -2.011
C2 1.134 1.250 3.889
O1 1.587 1.218 -2.846
H1 1.051 0.870 -0.945
H2 -1.472 0.218 4.755
H3 0.342 -0.314 -2.088
C3 -0.210 1.056 -4.910
C4 1.610 0.586 6.080
O2 4.103 0.217 5.334
C5 0.575 0.744 -1.932
H4 0.510 -1.822 3.369
H5 -1.315 1.367 -2.823
S1 3.129 1.279 5.457
H6 2.303 0.028 8.041
C6 1.465 0.025 7.342
S2 0.371 1.539 2.392
H7 0.026 -0.891 8.664
H8 -0.507 3.594 -3.013
H9 0.098 3.561 -1.349
H10 -2.598 -1.547 3.348
C7 -2.752 -0.551 0.109
C8 0.201 -0.487 7.668
H11 -1.216 1.634 -1.084
Re1 -0.891 -0.656 1.144
H12 -2.198 -1.121 -5.949
C9 -2.811 -1.601 1.081
H13 -1.339 -2.613 -5.421
H14 1.928 -1.188 -0.735
C10 1.537 -1.151 1.475
C11 -0.229 -2.675 1.425
C12 0.573 -1.848 2.294
C13 -0.655 0.125 5.467
H15 -0.250 -2.889 -0.823
C14 1.489 2.680 -2.797
H16 -1.050 1.753 -4.752
H17 2.332 -0.492 1.832
N1 2.397 1.636 4.007
C15 -1.265 -1.687 -5.994
H18 -1.060 -1.944 -7.041
H19 -1.841 -0.832 6.998
H20 1.681 3.126 -3.801
H21 2.271 3.062 -2.108
H22 1.433 -1.931 -6.487
H23 -2.987 -2.645 0.854
O3 -0.377 -0.207 -4.200
H24 0.756 1.495 -4.648
H25 1.048 -2.533 -4.864
C16 -2.454 0.397 2.222
H26 -2.317 1.094 3.048
C17 -2.609 -1.031 2.387
C18 -0.113 -0.849 -5.493
H27 -2.785 -0.680 -0.965
H28 2.002 -1.027 -5.056
O4 3.490 2.483 6.171
C19 -0.059 0.482 -6.293
H29 -2.410 1.679 0.395
C20 -2.545 0.693 0.822
H30 0.890 0.758 -6.744
C21 1.311 -1.513 0.116
C22 0.057 3.007 -2.287
H31 -0.906 -3.456 1.740
C23 -0.850 -0.446 6.734
C24 0.596 0.642 5.121
H32 -0.934 0.693 -6.916
C25 0.165 -2.390 0.055
C26 1.183 -1.628 -5.464

Cartesian forces (eV/Å) of the 2 atoms listed first:
0.43 0.16 -0.58
2.83 0.77 1.50

Here are the Mulliken charges for atoms 1 to 8, given in e: number 1, C, carries 1.414; number 2, C, carries 0.285; number 3, O, carries -0.516; number 4, H, carries 0.262; number 5, H, carries 0.351; number 6, H, carries 0.213; number 7, C, carries -0.132; number 8, C, carries 0.180

- What is the net charge in the third record?
  +1